Record 1
Below is a molecular structure, C4HO2Sn, with properties calculated with the ωB97M-V functional and the def2-TZVPD basis.

The geometry in XYZ format:
```
8
Properties=species:S:1:pos:R:3
O 0.85 -0.75 1.03
C -0.66 2.84 1.00
C -0.55 1.60 0.79
C -0.47 0.23 0.72
C -0.19 -0.55 -0.34
O -0.22 -0.83 -1.52
Sn 0.82 -0.99 -3.10
H 0.44 -1.55 1.40
```

**LUMO (alpha / beta)**: -2.3 / -2.1 eV
**Kohn-Sham gap (alpha / beta)**: 5.54 / 5.72 eV
**HOMO level (alpha / beta)**: -0.2865 / -0.2875 hartree
**Spin multiplicity**: 2
**Molar mass**: 199.76 g mol⁻¹

***

Record 2
Below is a molecular structure, C4MnN2S5Sb, with properties calculated with the ωB97M-V functional and the def2-TZVPD basis.

The geometry in XYZ format:
```
13
Properties=species:S:1:pos:R:3
Mn -0.08 0.63 0.59
S 3.10 -2.59 2.68
Sb 2.57 -0.38 2.44
S 1.97 0.00 0.05
S 0.10 -0.17 2.63
S -2.28 0.38 -0.11
C -1.92 2.06 0.16
S -0.38 2.68 -0.39
C -2.83 2.89 0.81
C -2.53 4.27 1.09
N -2.34 5.38 1.35
C -4.13 2.43 1.20
N -5.20 2.12 1.50
```

**ΔE to the lowest compared entry with this formula, charge and spin**: 0.0 kcal per mole
**LUMO (alpha / beta)**: 4.4 / 4.9 eV
**Kohn-Sham gap (alpha / beta)**: 5.81 / 6.50 eV
**HOMO level (alpha / beta)**: -0.0522 / -0.0585 hartree
**Net charge**: -2
**Spin multiplicity**: 5
**Molar mass**: 413.09 g mol⁻¹

***

Record 3
Below is a single C4N2 molecule, with properties calculated with the ωB97M-V functional and the def2-TZVPD basis.

The geometry in XYZ format:
```
6
Properties=species:S:1:pos:R:3
C 0.29 1.07 0.27
C -0.63 0.92 -0.51
C -1.21 -0.24 -1.02
N -1.34 -1.39 -1.13
C 1.19 0.30 1.00
N 1.69 -0.67 1.38
```

**SMILES string**: N#CC#CC#N
**ΔE to the lowest compared entry with this formula, charge and spin**: 42.4 kcal per mole
**LUMO**: -1.8 eV
**Kohn-Sham gap**: 9.55 eV
**HOMO level**: -0.4166 hartree
**Molar mass**: 76.06 g mol⁻¹

***

Record 4
Below is a single C4N2 molecule, with properties calculated with the ωB97M-V functional and the def2-TZVPD basis.

The geometry in XYZ format:
```
6
Properties=species:S:1:pos:R:3
C 0.04 -0.19 0.32
C -0.16 -0.76 1.50
C -1.20 0.40 -0.10
N -2.25 0.83 -0.34
C 1.27 -0.15 -0.41
N 2.28 -0.14 -0.98
```

**ΔE to the lowest compared entry with this formula, charge and spin**: 56.4 kcal per mole
**LUMO**: -2.7 eV
**Kohn-Sham gap**: 9.07 eV
**HOMO level**: -0.4311 hartree
**Molar mass**: 76.06 g mol⁻¹

***

Record 5
Below is a gas-phase ion, C4N5S4 (charge +1), with properties calculated with the ωB97M-V functional and the def2-TZVPD basis.

The geometry in XYZ format:
```
13
Properties=species:S:1:pos:R:3
C -1.54 -0.56 -1.51
C 0.54 1.67 2.09
C -0.60 -1.63 2.57
C 1.36 0.71 -3.11
N -2.65 -0.44 -1.73
N 0.20 2.71 2.42
N 0.28 -0.79 2.71
N 0.71 0.50 -2.10
N -0.01 0.00 0.31
S 0.18 -0.70 -1.12
S 1.05 0.08 1.52
S -1.68 -2.68 2.30
S 2.14 1.13 -4.36
```

**ΔE to the lowest compared entry with this formula, charge and spin**: 0.0 kcal per mole
**LUMO**: -5.1 eV
**Kohn-Sham gap**: 9.14 eV
**HOMO level**: -0.5246 hartree
**Net charge**: +1
**Molar mass**: 246.35 g mol⁻¹

***

Record 6
Below is 10 unconnected molecules or ions with the total composition C50H110F15N5O20, with properties calculated with the ωB97M-V functional and the def2-TZVPD basis.

The geometry in XYZ format:
```
200
Properties=species:S:1:pos:R:3
C -3.82 11.97 -11.55
O -4.69 12.65 -10.56
O -4.52 11.44 -12.53
C -2.73 12.99 -11.88
F -1.98 12.64 -12.93
F -3.16 14.25 -12.01
F -1.84 13.04 -10.84
C -4.34 12.56 -9.21
C -5.24 13.53 -8.46
H -5.22 14.55 -8.81
H -6.28 13.19 -8.60
H -5.23 13.29 -7.39
H -3.29 12.78 -9.00
H -4.45 11.57 -8.73
H -3.47 11.10 -10.96
C -2.22 15.00 -19.68
O -3.06 16.05 -19.09
O -2.20 14.96 -20.93
C -0.85 15.23 -19.00
F -0.16 16.29 -19.50
F -0.89 15.43 -17.64
F 0.01 14.21 -19.21
C -4.06 16.62 -19.89
C -4.40 17.95 -19.22
H -4.88 17.80 -18.25
H -3.52 18.58 -19.08
H -5.10 18.48 -19.88
H -4.97 16.02 -20.02
H -3.73 16.82 -20.91
H -2.62 14.09 -19.15
C 1.18 20.12 -13.57
O 0.23 20.01 -14.61
O 1.14 19.03 -12.80
C 2.56 20.43 -14.19
F 2.71 21.73 -14.47
F 3.58 20.06 -13.39
F 2.74 19.75 -15.34
C -0.98 20.74 -14.51
C -1.75 20.41 -15.76
H -2.80 20.71 -15.73
H -1.32 20.77 -16.69
H -1.82 19.33 -15.94
H -0.83 21.82 -14.40
H -1.55 20.35 -13.65
H 0.92 20.97 -12.91
C 1.64 14.04 -11.45
O 2.55 13.89 -10.35
O 1.61 15.35 -11.69
C 2.04 13.19 -12.66
F 1.98 11.87 -12.40
F 1.27 13.40 -13.73
F 3.34 13.44 -12.99
C 2.55 12.67 -9.64
C 3.24 12.93 -8.30
H 3.32 12.01 -7.71
H 4.16 13.50 -8.25
H 2.54 13.49 -7.67
H 3.10 11.86 -10.13
H 1.53 12.38 -9.38
H 0.65 13.68 -11.12
C 4.80 19.26 -20.82
O 3.61 18.63 -20.22
O 5.14 18.51 -21.81
C 4.45 20.74 -21.16
F 5.19 21.57 -20.35
F 4.75 21.14 -22.40
F 3.17 21.11 -20.95
C 3.39 18.90 -18.87
C 1.97 18.47 -18.48
H 1.83 18.56 -17.40
H 1.25 18.85 -19.20
H 1.89 17.39 -18.68
H 3.38 19.98 -18.71
H 4.09 18.39 -18.18
H 5.54 19.33 -19.99
C -1.33 15.55 -9.05
O -0.58 16.48 -8.29
C -0.80 17.84 -8.48
C -0.29 18.37 -9.79
N 1.08 17.83 -10.07
H 1.00 16.82 -10.28
H 1.41 18.25 -10.96
C 2.08 18.03 -8.97
C 2.94 19.24 -9.29
O 2.13 20.30 -9.75
C 2.91 21.28 -10.43
H -2.29 16.02 -9.31
H -1.64 14.74 -8.39
H -0.77 15.13 -9.88
H -0.52 18.40 -7.59
H -1.89 17.96 -8.43
H -0.18 19.44 -9.89
H -0.86 18.04 -10.66
H 2.72 17.16 -9.16
H 1.64 17.99 -7.99
H 3.71 18.97 -10.03
H 3.49 19.58 -8.40
H 2.19 21.94 -10.91
H 3.48 20.81 -11.23
H 3.59 21.79 -9.75
C 7.03 13.15 -13.62
O 6.24 14.27 -13.28
C 5.91 14.36 -11.90
C 5.23 15.67 -11.62
N 4.35 16.06 -12.79
H 4.49 15.32 -13.48
H 3.41 15.97 -12.38
C 4.40 17.46 -13.37
C 5.59 17.62 -14.29
O 6.75 17.28 -13.58
C 7.87 16.86 -14.32
H 7.34 13.32 -14.65
H 6.49 12.20 -13.53
H 7.97 13.12 -13.06
H 6.83 14.32 -11.30
H 5.29 13.48 -11.70
H 5.93 16.49 -11.52
H 4.61 15.63 -10.73
H 4.36 18.10 -12.49
H 3.42 17.53 -13.83
H 5.56 18.65 -14.64
H 5.45 16.94 -15.14
H 8.75 16.85 -13.67
H 8.09 17.60 -15.10
H 7.67 15.87 -14.74
C -2.89 17.17 -12.75
O -2.13 17.25 -13.95
C -1.99 15.99 -14.56
C -0.70 15.27 -14.16
N 0.38 16.32 -14.09
H 0.14 17.10 -13.44
H 1.11 15.87 -13.51
C 0.83 16.82 -15.41
C 1.59 15.79 -16.17
O 2.88 15.74 -15.56
C 3.58 14.57 -15.96
H -2.91 18.22 -12.44
H -2.33 16.63 -11.98
H -3.87 16.73 -12.91
H -1.97 16.08 -15.65
H -2.82 15.35 -14.25
H -0.39 14.53 -14.89
H -0.73 14.80 -13.19
H 1.47 17.67 -15.15
H -0.05 17.29 -15.84
H 1.71 15.88 -17.25
H 1.07 14.83 -16.03
H 4.08 14.84 -16.89
H 2.96 13.68 -16.04
H 4.34 14.56 -15.18
C -10.74 14.57 -12.48
O -9.36 14.42 -12.72
C -8.68 13.82 -11.62
C -7.23 13.63 -11.99
N -7.10 12.71 -13.15
H -6.19 12.21 -13.02
H -7.75 11.92 -13.09
C -7.16 13.28 -14.52
C -5.84 13.87 -14.98
O -5.90 13.82 -16.37
C -4.83 14.48 -17.03
H -10.89 15.40 -11.78
H -11.20 13.67 -12.06
H -11.29 14.73 -13.41
H -9.21 12.93 -11.27
H -8.66 14.63 -10.88
H -6.70 13.18 -11.15
H -6.77 14.59 -12.20
H -7.98 13.98 -14.64
H -7.45 12.52 -15.25
H -5.00 13.29 -14.54
H -5.72 14.89 -14.60
H -5.07 14.59 -18.08
H -3.92 13.90 -16.86
H -4.63 15.50 -16.66
C 6.38 16.75 -18.21
O 5.85 15.42 -18.31
C 5.59 15.04 -19.64
C 6.92 14.62 -20.27
N 7.58 13.68 -19.32
H 7.46 13.96 -18.34
H 7.11 12.77 -19.35
C 9.05 13.48 -19.58
C 9.81 14.66 -19.06
O 9.43 14.88 -17.71
C 10.25 15.86 -17.08
H 6.87 16.79 -17.23
H 5.54 17.44 -18.17
H 7.11 17.13 -18.93
H 5.07 15.72 -20.33
H 5.03 14.10 -19.58
H 7.55 15.51 -20.27
H 6.94 14.24 -21.29
H 9.15 13.46 -20.66
H 9.33 12.52 -19.16
H 9.47 15.57 -19.57
H 10.90 14.57 -19.16
H 11.31 15.71 -17.32
H 9.98 16.01 -16.04
H 9.91 16.83 -17.47
```

**ΔE to the lowest compared entry with this formula, charge and spin**: 7.3 kcal per mole
**LUMO**: -1.0 eV
**Kohn-Sham gap**: 4.52 eV
**HOMO level**: -0.2016 hartree
**Molar mass**: 1386.41 g mol⁻¹

***

Record 7
Below is 12 unconnected molecules or ions with the total composition C50H110N14O22P4, with properties calculated with the ωB97M-V functional and the def2-TZVPD basis.

The geometry in XYZ format:
```
200
Properties=species:S:1:pos:R:3
C 0.93 -1.27 4.12
C 0.37 -1.50 2.71
O 1.55 -1.90 2.00
C 2.57 -2.17 2.85
O 3.54 -2.77 2.51
O 2.26 -1.76 4.09
H 0.39 -1.85 4.87
H 0.84 -0.22 4.39
H -0.08 -0.58 2.34
H -0.35 -2.32 2.67
C -0.46 -4.01 -5.53
C 0.03 -2.70 -4.93
O 0.69 -2.04 -6.03
C 0.48 -2.73 -7.17
O 0.85 -2.39 -8.25
O -0.18 -3.87 -6.92
H -1.54 -4.12 -5.45
H -0.01 -4.94 -5.18
H 0.76 -2.85 -4.14
H -0.80 -2.10 -4.57
C -2.43 -6.76 1.05
C -1.05 -7.10 0.42
O -0.48 -5.80 0.35
C -1.41 -4.85 0.46
O -1.19 -3.69 0.31
O -2.59 -5.38 0.81
H -2.40 -7.00 2.11
H -3.26 -7.34 0.63
H -1.14 -7.57 -0.56
H -0.48 -7.68 1.14
C -3.46 -1.06 -0.35
C -3.20 -1.31 1.13
O -4.37 -1.98 1.55
C -5.37 -1.74 0.69
O -6.52 -1.98 0.87
O -4.89 -1.17 -0.44
H -3.00 -1.85 -0.95
H -3.09 -0.09 -0.68
H -3.08 -0.39 1.71
H -2.33 -1.91 1.36
C -5.43 2.58 0.96
C -6.16 2.17 -0.29
O -7.49 1.92 0.19
C -7.41 1.62 1.51
O -8.33 1.32 2.19
O -6.16 1.88 1.97
H -5.44 3.64 1.21
H -4.41 2.19 0.94
H -5.81 1.26 -0.76
H -6.12 2.99 -1.01
C 4.21 -0.39 -5.58
C 3.28 -1.07 -4.57
O 2.43 0.03 -4.22
C 3.08 1.19 -4.46
O 2.66 2.26 -4.15
O 4.24 0.95 -5.10
H 3.89 -0.48 -6.62
H 5.22 -0.81 -5.54
H 3.79 -1.48 -3.70
H 2.68 -1.81 -5.07
C 0.09 4.93 0.37
C -0.92 4.79 1.48
C -1.44 6.14 1.97
C -2.43 5.93 3.03
N -3.19 5.72 3.87
H 0.88 5.66 0.60
H -0.30 5.36 -0.56
H 0.61 4.01 0.11
H -0.57 4.12 2.27
H -1.75 4.21 1.07
H -1.94 6.70 1.18
H -0.58 6.73 2.31
C 0.37 -1.23 -1.02
C 1.14 0.12 -1.03
C 0.79 1.05 0.14
C -0.62 1.43 0.28
N -1.72 1.75 0.38
H -0.64 -1.17 -0.61
H 0.90 -2.03 -0.51
H 0.22 -1.60 -2.04
H 0.76 0.60 -1.93
H 2.20 -0.08 -1.08
H 1.32 1.99 -0.05
H 1.18 0.67 1.08
O 6.53 4.51 1.95
P 5.44 4.06 2.84
N 4.83 5.31 3.78
C 3.63 5.23 4.58
C 5.69 6.44 4.05
N 6.01 2.94 3.98
C 7.41 2.52 3.88
C 5.13 2.12 4.80
N 4.10 3.36 2.18
C 3.24 4.23 1.36
C 3.95 1.94 1.99
H 3.81 4.86 5.60
H 2.92 4.52 4.15
H 3.12 6.19 4.64
H 6.22 6.72 3.14
H 6.48 6.25 4.80
H 5.12 7.30 4.42
H 8.06 3.39 4.00
H 7.68 1.91 4.75
H 7.65 2.14 2.89
H 5.28 2.30 5.87
H 4.11 2.48 4.67
H 5.24 1.08 4.49
H 3.89 5.02 0.97
H 2.80 3.67 0.53
H 2.39 4.62 1.93
H 3.54 1.70 1.01
H 3.31 1.46 2.75
H 4.89 1.38 2.02
O -4.11 1.66 -2.73
P -3.26 2.42 -3.67
N -3.93 2.55 -5.21
C -5.31 2.93 -5.42
C -3.42 1.72 -6.31
N -1.82 1.62 -3.88
C -0.58 2.16 -4.45
C -1.79 0.19 -3.69
N -2.96 3.99 -3.18
C -2.04 4.89 -3.90
C -3.16 4.36 -1.80
H -5.94 2.03 -5.36
H -5.55 3.37 -6.39
H -5.63 3.60 -4.62
H -2.33 1.75 -6.38
H -3.70 2.22 -7.24
H -3.77 0.69 -6.25
H -0.87 2.81 -5.28
H 0.06 2.65 -3.72
H -0.05 1.37 -4.98
H -2.55 -0.17 -2.99
H -2.00 -0.33 -4.63
H -0.85 -0.15 -3.25
H -2.03 4.61 -4.95
H -2.42 5.90 -3.78
H -1.03 4.81 -3.48
H -4.05 3.88 -1.41
H -3.19 5.44 -1.66
H -2.32 4.04 -1.16
O 2.17 -4.82 -4.31
P 3.48 -5.17 -3.73
N 3.93 -4.26 -2.39
C 2.99 -3.37 -1.73
C 5.15 -4.50 -1.67
N 4.77 -5.11 -4.79
C 6.00 -5.86 -4.59
C 4.82 -4.14 -5.87
N 3.51 -6.75 -3.12
C 3.25 -7.77 -4.14
C 2.66 -6.98 -1.95
H 1.94 -3.51 -1.97
H 3.22 -2.33 -1.98
H 3.02 -3.41 -0.64
H 5.63 -5.41 -2.01
H 4.94 -4.58 -0.59
H 5.81 -3.62 -1.63
H 6.44 -6.19 -5.54
H 6.74 -5.29 -4.03
H 5.80 -6.80 -4.08
H 5.10 -4.58 -6.83
H 3.83 -3.72 -6.03
H 5.53 -3.34 -5.64
H 2.36 -7.44 -4.70
H 4.05 -7.85 -4.88
H 3.00 -8.74 -3.73
H 1.64 -7.26 -2.25
H 2.67 -6.17 -1.24
H 3.03 -7.90 -1.48
O -2.18 -0.86 4.35
P -3.05 -0.13 5.30
N -2.46 -0.13 6.88
C -1.03 -0.30 7.10
C -3.27 0.29 8.01
N -4.65 -0.61 5.42
C -5.51 -0.41 4.26
C -5.04 -1.72 6.29
N -3.18 1.49 4.84
C -4.13 2.40 5.46
C -2.54 1.99 3.64
H -0.87 -0.60 8.12
H -0.45 0.58 6.79
H -0.69 -1.08 6.42
H -3.00 -0.28 8.91
H -4.32 0.08 7.85
H -3.15 1.35 8.24
H -6.55 -0.29 4.56
H -5.25 0.48 3.69
H -5.53 -1.32 3.65
H -4.23 -1.94 6.98
H -5.91 -1.44 6.90
H -5.34 -2.55 5.64
H -5.07 2.39 4.90
H -4.28 2.15 6.51
H -3.75 3.42 5.42
H -1.82 1.27 3.24
H -2.04 2.93 3.85
H -3.28 2.09 2.84
```

**SMILES string**: CN(C)P(=O)(N(C)C)N(C)C.CN(C)P(=O)(N(C)C)N(C)C.CN(C)P(=O)(N(C)C)N(C)C.CN(C)P(=O)(N(C)C)N(C)C.O=C1OCCO1.O=C1OCCO1.O=C1OCCO1.O=C1OCCO1.O=C1OCCO1.O=C1OCCO1.CCCC#N.CCCC#N
**LUMO**: 0.1 eV
**Kohn-Sham gap**: 8.38 eV
**HOMO level**: -0.3044 hartree
**Molar mass**: 1383.40 g mol⁻¹